# 1
A cluster of 5 separate species, C16H46N4O5 in total at a distorted geometry. Source: the OMol25 dataset; level of theory: ωB97M-V/def2-TZVPD.

Results
- energy relative to the best compared isomer or geometry (same formula, charge and spin) (kcal/mol) = 3.6
- M (g/mol) = 374.6
- highest occupied orbital energy (spin up / spin down) (eV) = 0.62 / -6.79
- maximum force (Eh/bohr) = 0.0791
- charge = -1
- <S²> = 0.75
- spin multiplicity = 2

```
71
C16H46N4O5, DFT ωB97M-V/def2-TZVPD
C 24.472 0.335 18.571
C 25.456 -0.094 19.693
C 25.129 -1.532 20.227
O 23.873 -1.434 21.002
C 23.678 -2.613 21.813
N 26.817 -0.141 19.179
H 24.855 1.272 18.166
H 23.506 0.596 19.004
H 24.378 -0.390 17.762
H 25.350 0.596 20.530
H 25.892 -1.777 20.965
H 25.097 -2.223 19.384
H 22.878 -2.416 22.526
H 24.529 -2.981 22.386
H 23.370 -3.439 21.171
H 27.488 -0.224 19.930
H 27.022 0.772 18.797
C 18.645 -3.056 18.111
C 18.129 -2.483 19.453
C 18.648 -1.098 19.787
O 20.071 -1.203 20.096
C 20.818 0.047 20.200
N 16.691 -2.285 19.277
H 18.315 -4.078 17.925
H 19.723 -3.216 18.082
H 18.266 -2.384 17.341
H 18.414 -3.210 20.213
H 18.095 -0.777 20.670
H 18.473 -0.436 18.939
H 21.834 -0.320 20.054
H 20.631 0.565 21.141
H 20.648 0.666 19.319
H 16.251 -2.158 20.177
H 16.314 -3.131 18.873
C 21.021 8.945 19.469
C 21.497 8.785 17.926
C 20.463 7.946 17.163
O 20.583 6.582 17.550
C 19.472 5.715 17.292
N 21.633 10.117 17.315
H 21.697 9.647 19.957
H 21.079 8.035 20.067
H 20.007 9.332 19.558
H 22.480 8.326 17.817
H 20.610 8.168 16.106
H 19.468 8.299 17.435
H 19.640 4.641 17.362
H 19.145 5.830 16.259
H 18.622 5.917 17.944
H 21.806 10.111 16.320
H 22.503 10.510 17.645
C 17.492 2.525 20.320
C 17.852 2.495 21.788
C 18.980 3.449 22.081
O 19.338 3.376 23.528
C 20.594 3.997 23.947
N 16.714 3.051 22.559
H 17.323 3.506 19.877
H 16.701 1.791 20.169
H 18.372 2.258 19.734
H 18.088 1.483 22.117
H 18.925 4.523 21.897
H 19.922 3.115 21.647
H 21.391 3.668 23.280
H 20.767 3.670 24.972
H 20.676 5.082 23.886
H 16.331 3.894 22.157
H 17.171 3.452 23.366
O 21.866 2.851 19.331
H 21.372 3.671 19.329
H 21.851 2.560 18.420
```

The Mulliken scheme yields these atomic charges, measured in e: atom 1 (C): -1.006, atom 2 (C): 0.274, atom 3 (C): -0.772, atom 4 (O): -0.142, atom 5 (C): -0.882, atom 6 (N): -0.733, atom 7 (H): 0.650, atom 8 (H): -0.146, atom 9 (H): 0.214, atom 10 (H): 0.237, atom 11 (H): 0.345, atom 12 (H): 0.322, atom 13 (H): 0.260, atom 14 (H): 0.368, atom 15 (H): 0.333, atom 16 (H): 0.264, atom 17 (H): 0.275, atom 18 (C): -1.536, atom 19 (C): 0.556, atom 20 (C): -0.558, atom 21 (O): -0.240, atom 22 (C): -0.123, atom 23 (N): -0.670, atom 24 (H): 0.408, atom 25 (H): 0.308, atom 26 (H): 0.406, atom 27 (H): 0.259, atom 28 (H): 0.008, atom 29 (H): 0.310, atom 30 (H): -0.176, atom 31 (H): 0.042, atom 32 (H): 0.386, atom 33 (H): 0.233, atom 34 (H): 0.250, atom 35 (C): -1.389, atom 36 (C): 0.396, atom 37 (C): -0.772, atom 38 (O): 0.447, atom 39 (C): -2.268, atom 40 (N): -0.747, atom 41 (H): 0.408, atom 42 (H): 0.322, atom 43 (H): 0.306, atom 44 (H): 0.213, atom 45 (H): 0.276, atom 46 (H): 0.279, atom 47 (H): 0.816, atom 48 (H): 0.468, atom 49 (H): 0.148, atom 50 (H): 0.236, atom 51 (H): 0.271, atom 52 (C): -1.651, atom 53 (C): 1.135, atom 54 (C): -0.606, atom 55 (O): -0.314, atom 56 (C): -1.026, atom 57 (N): -0.911, atom 58 (H): 0.486, atom 59 (H): 0.366, atom 60 (H): 0.264, atom 61 (H): 0.014, atom 62 (H): 0.423, atom 63 (H): 0.029, atom 64 (H): 0.332, atom 65 (H): 0.273, atom 66 (H): 0.312, atom 67 (H): 0.320, atom 68 (H): 0.321, atom 69 (O): -0.112, atom 70 (H): -0.100, atom 71 (H): 0.313



# 2
A cluster of 6 separate species, C16H47N3O6 in total at a distorted geometry. Source: the OMol25 dataset; level of theory: ωB97M-V/def2-TZVPD.

Results
- energy relative to the best compared isomer or geometry (same formula, charge and spin) (kcal/mol) = 58.2
- M (g/mol) = 377.6
- SMILES = COC[C@H](C)N.COC[C@H](C)N.COC[C@H](C)N.CCO.CCO.O
- highest occupied orbital energy (eV) = -8.79
- maximum force (Eh/bohr) = 0.0772
- spin multiplicity = 1

```
72
C16H47N3O6, DFT ωB97M-V/def2-TZVPD
C -1.294 1.485 2.874
C -2.450 1.780 1.868
O -3.526 2.360 2.541
H -0.797 0.628 2.412
H -1.469 1.277 3.929
H -0.587 2.319 2.932
H -2.741 0.768 1.588
H -2.073 2.423 1.071
H -3.247 3.114 3.066
C -0.442 1.007 -1.215
C -0.156 -0.447 -1.548
O 0.569 -0.938 -0.438
H -0.874 1.152 -0.228
H -1.070 1.392 -2.019
H 0.496 1.557 -1.095
H 0.321 -0.763 -2.480
H -1.113 -0.986 -1.513
H 0.683 -1.901 -0.551
O 1.062 -3.449 -1.383
H 1.838 -3.915 -1.055
H 1.230 -3.331 -2.325
C 5.212 -0.950 1.542
C 3.878 -1.401 0.950
C 2.884 -1.633 2.060
O 2.919 -0.592 3.047
C 2.068 -0.769 4.153
N 3.425 -0.375 0.024
H 5.210 0.032 2.000
H 5.995 -1.117 0.796
H 5.588 -1.739 2.204
H 4.040 -2.363 0.456
H 3.185 -2.590 2.506
H 1.861 -1.753 1.696
H 1.007 -0.613 3.927
H 2.301 0.030 4.858
H 2.138 -1.743 4.641
H 3.193 0.454 0.569
H 2.446 -0.587 -0.198
C -5.716 -2.828 -5.476
C -5.134 -3.965 -4.640
C -4.217 -3.373 -3.505
O -3.322 -4.369 -3.081
C -2.531 -3.899 -1.999
N -6.251 -4.773 -4.081
H -6.035 -3.136 -6.471
H -4.919 -2.108 -5.680
H -6.521 -2.300 -4.966
H -4.529 -4.631 -5.252
H -4.786 -2.876 -2.712
H -3.722 -2.530 -4.003
H -1.673 -4.520 -1.755
H -3.156 -3.767 -1.109
H -2.174 -2.871 -2.128
H -5.757 -5.608 -3.766
H -6.539 -4.410 -3.176
C 2.410 4.210 3.062
C 2.241 3.396 1.724
C 2.123 4.296 0.527
O 0.926 5.032 0.693
C 0.737 5.982 -0.350
N 3.503 2.628 1.746
H 3.369 4.700 3.208
H 2.157 3.573 3.914
H 1.607 4.945 3.215
H 1.350 2.793 1.889
H 2.042 3.756 -0.425
H 2.964 4.985 0.387
H 1.671 6.532 -0.510
H -0.021 6.697 -0.043
H 0.521 5.565 -1.337
H 4.317 3.159 2.011
H 3.360 1.892 2.428
```

The Mulliken scheme yields these atomic charges, measured in e: atom 1 (C): -0.622, atom 2 (C): -0.284, atom 3 (O): -0.570, atom 4 (H): 0.011, atom 5 (H): 0.469, atom 6 (H): 0.257, atom 7 (H): 0.272, atom 8 (H): 0.167, atom 9 (H): 0.314, atom 10 (C): -0.778, atom 11 (C): -0.022, atom 12 (O): -0.427, atom 13 (H): -0.139, atom 14 (H): 0.493, atom 15 (H): 0.142, atom 16 (H): 0.395, atom 17 (H): -0.104, atom 18 (H): 0.330, atom 19 (O): -0.625, atom 20 (H): 0.270, atom 21 (H): 0.307, atom 22 (C): -1.368, atom 23 (C): 0.360, atom 24 (C): -0.626, atom 25 (O): -0.120, atom 26 (C): -0.858, atom 27 (N): -0.711, atom 28 (H): 0.191, atom 29 (H): 0.404, atom 30 (H): 0.394, atom 31 (H): 0.342, atom 32 (H): 0.388, atom 33 (H): 0.282, atom 34 (H): 0.229, atom 35 (H): 0.297, atom 36 (H): 0.336, atom 37 (H): 0.218, atom 38 (H): 0.359, atom 39 (C): -1.420, atom 40 (C): 0.371, atom 41 (C): -0.574, atom 42 (O): -0.353, atom 43 (C): -0.375, atom 44 (N): -0.758, atom 45 (H): 0.347, atom 46 (H): 0.385, atom 47 (H): 0.302, atom 48 (H): 0.353, atom 49 (H): 0.326, atom 50 (H): 0.252, atom 51 (H): 0.303, atom 52 (H): 0.366, atom 53 (H): -0.063, atom 54 (H): 0.315, atom 55 (H): 0.281, atom 56 (C): -1.550, atom 57 (C): 1.476, atom 58 (C): -0.993, atom 59 (O): -0.284, atom 60 (C): -0.815, atom 61 (N): -0.594, atom 62 (H): 0.359, atom 63 (H): 0.400, atom 64 (H): 0.368, atom 65 (H): -0.402, atom 66 (H): 0.361, atom 67 (H): 0.387, atom 68 (H): 0.325, atom 69 (H): 0.256, atom 70 (H): 0.290, atom 71 (H): 0.284, atom 72 (H): 0.102



# 3
A cluster of 8 separate species, C16H47N7O8 in total at a distorted geometry. Source: the OMol25 dataset; level of theory: ωB97M-V/def2-TZVPD.

Results
- M (g/mol) = 465.6
- SMILES = CC1(C)CCCC(C)(C)N1O.NC(N)=O.NC(N)=O.NC(N)=O.CO.CO.CO.CO
- highest occupied orbital energy (eV) = -8.74
- maximum force (Eh/bohr) = 0.0550
- spin multiplicity = 1

```
78
C16H47N7O8, DFT ωB97M-V/def2-TZVPD
C -2.312 2.005 3.453
O -1.688 2.209 2.257
H -3.277 1.467 3.367
H -1.622 1.365 4.031
H -2.387 2.913 4.040
H -1.239 1.381 2.110
C 0.065 5.397 2.224
O 0.304 4.034 2.016
H -0.782 5.788 1.607
H -0.118 5.600 3.287
H 0.965 6.031 2.003
H -0.527 3.574 2.244
C 2.777 2.337 2.070
O 1.732 1.993 1.170
H 3.385 1.488 2.320
H 3.533 3.072 1.679
H 2.430 2.783 3.005
H 1.204 2.794 1.215
C -1.725 1.079 -1.071
O -2.980 0.431 -1.090
H -1.205 1.156 -2.044
H -1.872 2.132 -0.667
H -1.024 0.639 -0.318
H -2.677 -0.503 -1.230
C 1.132 -3.079 -2.439
C 2.632 -2.779 -2.719
C 2.862 -2.330 -4.158
C 2.504 -0.884 -4.549
C 3.253 -0.088 -3.547
C 2.941 -0.387 -2.017
N 3.286 -1.789 -1.836
O 3.013 -2.092 -0.433
C 3.944 0.516 -1.246
C 1.421 -0.004 -1.606
C 3.437 -4.085 -2.525
H 0.855 -4.075 -2.896
H 0.403 -2.412 -2.870
H 1.027 -3.072 -1.345
H 3.868 -2.532 -4.522
H 2.269 -2.951 -4.749
H 1.470 -0.614 -4.372
H 2.883 -0.735 -5.567
H 3.073 1.002 -3.750
H 4.310 -0.262 -3.678
H 3.769 1.497 -1.595
H 3.810 0.705 -0.151
H 4.958 0.141 -1.367
H 0.772 -0.902 -1.499
H 1.310 0.539 -0.661
H 0.993 0.738 -2.342
H 3.199 -4.796 -3.295
H 3.265 -4.587 -1.544
H 4.478 -3.826 -2.449
H 3.702 -2.715 -0.225
C -3.647 -2.321 0.797
O -2.696 -2.821 0.156
N -3.487 -1.461 1.842
N -4.965 -2.600 0.416
H -2.571 -1.434 2.258
H -4.208 -1.068 2.415
H -5.201 -2.985 -0.482
H -5.631 -2.239 1.023
C -5.895 0.877 1.951
O -6.388 -0.280 2.062
N -6.308 1.890 2.767
N -5.053 1.223 0.944
H -5.761 2.709 2.828
H -6.522 1.389 3.627
H -4.460 2.046 0.856
H -4.604 0.419 0.508
C 0.322 -0.935 2.116
O -0.616 -0.508 2.829
N 1.651 -0.603 2.295
N 0.191 -1.778 1.016
H 1.681 0.249 2.866
H 2.210 -0.489 1.452
H -0.747 -2.098 0.724
H 0.906 -2.492 1.005
```

The Mulliken scheme yields these atomic charges, measured in e: atom 1 (C): -0.661, atom 2 (O): -0.504, atom 3 (H): 0.011, atom 4 (H): 0.348, atom 5 (H): 0.321, atom 6 (H): 0.250, atom 7 (C): -0.734, atom 8 (O): -0.406, atom 9 (H): 0.262, atom 10 (H): 0.289, atom 11 (H): 0.287, atom 12 (H): 0.366, atom 13 (C): -1.077, atom 14 (O): -0.305, atom 15 (H): 0.475, atom 16 (H): 0.256, atom 17 (H): 0.346, atom 18 (H): 0.463, atom 19 (C): -0.280, atom 20 (O): -0.523, atom 21 (H): 0.298, atom 22 (H): 0.249, atom 23 (H): -0.081, atom 24 (H): 0.285, atom 25 (C): -1.705, atom 26 (C): 2.124, atom 27 (C): -1.717, atom 28 (C): -0.471, atom 29 (C): -1.471, atom 30 (C): 1.621, atom 31 (N): -0.080, atom 32 (O): -0.303, atom 33 (C): -1.768, atom 34 (C): -0.479, atom 35 (C): -2.026, atom 36 (H): 0.468, atom 37 (H): 0.332, atom 38 (H): 0.210, atom 39 (H): 0.478, atom 40 (H): 0.483, atom 41 (H): 0.294, atom 42 (H): 0.368, atom 43 (H): 0.397, atom 44 (H): 0.488, atom 45 (H): 0.431, atom 46 (H): 0.134, atom 47 (H): 0.502, atom 48 (H): 0.243, atom 49 (H): -0.282, atom 50 (H): 0.161, atom 51 (H): 0.461, atom 52 (H): 0.385, atom 53 (H): 0.518, atom 54 (H): 0.289, atom 55 (C): 0.470, atom 56 (O): -0.708, atom 57 (N): -0.147, atom 58 (N): -0.363, atom 59 (H): 0.079, atom 60 (H): 0.233, atom 61 (H): 0.224, atom 62 (H): 0.198, atom 63 (C): 0.433, atom 64 (O): -0.657, atom 65 (N): -0.498, atom 66 (N): -0.202, atom 67 (H): 0.265, atom 68 (H): 0.244, atom 69 (H): 0.208, atom 70 (H): 0.236, atom 71 (C): 0.369, atom 72 (O): -0.688, atom 73 (N): -0.520, atom 74 (N): 0.019, atom 75 (H): 0.244, atom 76 (H): 0.257, atom 77 (H): 0.055, atom 78 (H): 0.233